# 1
ORCA calculation (ωB97M-V with the def2-TZVPD basis set) on a molecular structure, C18H14BrCl2N3O4Pt in a non-equilibrium geometry.

Each line ends with the Löwdin charge.
Element x y z (Å)
Pt (0.0069, 0.1583, -0.0128)  1.056
C (-1.5120, -2.1244, 3.1930)  -0.024
C (-0.9606, -1.4740, 4.2827)  -0.030
C (-0.3345, -0.2552, 4.0889)  0.010
C (-0.2713, 0.2791, 2.8164)  -0.195
N (-0.7942, -0.3692, 1.7625)  -0.065
C (-1.3960, -1.5449, 1.9457)  -0.102
C (0.3958, 1.5558, 2.4907)  -0.197
C (0.5775, 2.5863, 3.3935)  0.004
C (1.2116, 3.7447, 2.9737)  -0.038
C (1.6374, 3.8386, 1.6611)  -0.022
C (1.3979, 2.7779, 0.8053)  -0.066
N (0.7947, 1.6674, 1.2188)  -0.005
H (-2.0094, -3.0779, 3.2961)  0.116
H (-1.0080, -1.9180, 5.2683)  0.117
H (0.1354, 0.2736, 4.9069)  0.118
H (-1.7836, -2.0241, 1.0586)  0.099
H (0.2134, 2.4829, 4.4069)  0.116
H (1.3633, 4.5659, 3.6610)  0.115
H (2.1377, 4.7252, 1.2982)  0.116
H (1.6966, 2.8046, -0.2313)  0.115
O (2.1061, -1.3021, 1.0774)  -0.159
N (1.7168, -2.3048, 0.4908)  -0.251
O (0.6334, -2.1634, -0.1620)  -0.299
Cl (-3.2911, 1.1303, -0.5669)  0.544
C (-3.3591, -0.3630, -1.4924)  -0.958
Cl (-1.7529, -1.1135, -1.7193)  0.607
H (-3.7550, -0.1431, -2.4753)  0.027
H (-3.9829, -1.0683, -0.9591)  0.024
Br (3.0344, 2.8234, -7.8326)  0.721
C (2.3421, 2.4899, -6.0961)  -0.690
C (1.6985, 3.5122, -5.4191)  -0.122
C (1.1486, 3.2498, -4.1733)  -0.014
C (1.2570, 1.9852, -3.6115)  -0.133
C (1.9398, 0.9812, -4.2916)  -0.006
C (2.4825, 1.2272, -5.5450)  -0.117
C (0.6204, 1.7081, -2.2804)  -0.625
O (-0.1646, 2.5104, -1.7910)  -0.003
O (0.9925, 0.5833, -1.7347)  -0.222
H (1.6287, 4.4955, -5.8636)  0.099
H (0.6271, 4.0239, -3.6257)  0.118
H (2.0385, 0.0074, -3.8315)  0.121
H (3.0107, 0.4525, -6.0834)  0.101

Gap between HOMO and LUMO ... 6.47 eV
Relative energy (zero: lowest compared OMol25 entry of this formula, charge and spin) ... 81.0 kJ/mol
LUMO ... -0.960 eV

# 2
ORCA calculation (ωB97M-V with the def2-TZVPD basis set) on a molecular structure, C47H63HfI2N2O7.

Each line ends with the Löwdin charge.
Element x y z (Å)
Hf (2.8549, -1.6993, -0.0655)  1.672
C (1.4897, -4.6643, -0.7573)  0.010
O (1.3447, -3.2485, -0.4448)  -0.288
C (-0.0017, -2.7945, -0.4680)  -0.180
C (-0.7179, -2.7823, 0.7178)  -0.106
C (-0.1358, -3.2510, 2.0442)  -0.053
C (0.1228, -2.0935, 2.9882)  -0.126
C (-0.6941, -1.8369, 4.0799)  0.023
C (-0.5116, -0.7240, 4.9049)  -0.153
C (0.5358, 0.1384, 4.5914)  0.030
C (1.3694, -0.0861, 3.5002)  -0.136
C (2.4050, 0.9163, 3.0483)  -0.051
C (1.8929, 1.6302, 1.8091)  -0.110
C (0.7785, 2.4477, 1.9141)  0.039
C (0.2124, 3.0911, 0.8157)  -0.135
C (0.8248, 2.9121, -0.4203)  0.051
C (1.9506, 2.1077, -0.5751)  -0.115
C (2.5714, 1.9471, -1.9517)  -0.058
C (1.6536, 1.1564, -2.8511)  -0.137
C (0.9005, 1.7758, -3.8464)  0.031
C (-0.0263, 1.0748, -4.6097)  -0.153
C (-0.1802, -0.2832, -4.3319)  0.021
C (0.5502, -0.9304, -3.3483)  -0.124
C (0.2671, -2.3651, -2.9720)  -0.046
C (-0.5346, -2.3884, -1.6822)  -0.106
C (-1.8386, -1.9231, -1.6738)  0.040
C (-2.6015, -1.8487, -0.5099)  -0.134
C (-2.0187, -2.2861, 0.6741)  0.051
C (-4.0199, -1.2824, -0.5799)  -0.551
C (-4.7033, -1.2730, 0.7866)  -0.061
C (-4.8630, -2.1273, -1.5449)  -0.039
C (-3.9464, 0.1625, -1.0972)  -0.032
C (1.4775, -0.1951, -2.6201)  -0.219
O (2.2421, -0.8203, -1.6707)  -0.213
C (-0.8780, 1.7255, -5.6995)  -0.559
C (-0.5935, 1.0421, -7.0444)  -0.042
C (-2.3634, 1.5556, -5.3467)  -0.044
C (-0.5844, 3.2181, -5.8414)  -0.065
C (2.4397, 1.4550, 0.5450)  -0.209
O (3.5487, 0.5988, 0.3904)  -0.299
C (4.7990, 1.3209, 0.4411)  -0.097
C (-1.0485, 3.9340, 1.0074)  -0.552
C (-2.1574, 3.0338, 1.5724)  -0.034
C (-0.7616, 5.0718, 1.9964)  -0.039
C (-1.5390, 4.5392, -0.3068)  -0.061
C (1.1543, -1.2044, 2.7186)  -0.238
O (1.9564, -1.4233, 1.6429)  -0.244
C (-1.4614, -0.4849, 6.0799)  -0.561
C (-1.3812, -1.6681, 7.0530)  -0.044
C (-1.1176, 0.7948, 6.8421)  -0.066
C (-2.8970, -0.3581, 5.5507)  -0.043
H (0.8444, -5.2138, -0.0759)  0.111
H (2.5300, -4.9235, -0.6241)  0.084
H (1.2065, -4.8223, -1.7936)  0.103
H (0.7813, -3.8085, 1.8634)  0.099
H (-0.8409, -3.9363, 2.5158)  0.131
H (-1.5017, -2.5330, 4.2868)  0.119
H (0.7165, 1.0203, 5.1951)  0.111
H (3.3536, 0.4231, 2.8384)  0.103
H (2.5799, 1.6440, 3.8418)  0.132
H (0.3305, 2.5641, 2.8964)  0.123
H (0.4259, 3.3953, -1.3047)  0.114
H (3.5408, 1.4577, -1.8643)  0.096
H (2.7406, 2.9324, -2.3876)  0.133
H (1.0542, 2.8360, -4.0112)  0.111
H (-0.9007, -0.8686, -4.8960)  0.120
H (1.1952, -2.9256, -2.8765)  0.094
H (-0.3151, -2.8374, -3.7638)  0.136
H (-2.2599, -1.5850, -2.6153)  0.122
H (-2.5759, -2.2537, 1.6034)  0.115
H (-4.7996, -2.2802, 1.1998)  0.090
H (-5.7087, -0.8609, 0.6827)  0.090
H (-4.1639, -0.6516, 1.5070)  0.085
H (-4.9130, -3.1665, -1.2124)  0.094
H (-4.4559, -2.1151, -2.5578)  0.079
H (-5.8811, -1.7348, -1.5915)  0.090
H (-3.3530, 0.7829, -0.4219)  0.067
H (-4.9506, 0.5894, -1.1604)  0.093
H (-3.4936, 0.2159, -2.0902)  0.074
H (-0.8293, -0.0236, -7.0135)  0.079
H (0.4588, 1.1473, -7.3181)  0.092
H (-1.1987, 1.4955, -7.8333)  0.089
H (-2.6475, 0.5023, -5.2859)  0.076
H (-2.9879, 2.0245, -6.1113)  0.089
H (-2.5900, 2.0243, -4.3854)  0.086
H (0.4554, 3.4031, -6.1223)  0.089
H (-0.7973, 3.7633, -4.9180)  0.085
H (-1.2177, 3.6372, -6.6256)  0.089
H (4.6058, 2.3586, 0.1779)  0.113
H (5.4803, 0.8776, -0.2775)  0.044
H (5.2130, 1.2656, 1.4448)  0.038
H (-1.8747, 2.5982, 2.5338)  0.076
H (-2.3751, 2.2147, 0.8835)  0.067
H (-3.0737, 3.6112, 1.7197)  0.093
H (-0.4619, 4.6911, 2.9748)  0.079
H (-1.6568, 5.6819, 2.1363)  0.089
H (0.0372, 5.7180, 1.6253)  0.093
H (-1.7827, 3.7674, -1.0422)  0.084
H (-0.7997, 5.2150, -0.7440)  0.090
H (-2.4459, 5.1175, -0.1207)  0.090
H (-0.3672, -1.7819, 7.4431)  0.092
H (-1.6656, -2.6063, 6.5722)  0.079
H (-2.0561, -1.5078, 7.8973)  0.089
H (-0.1124, 0.7559, 7.2692)  0.089
H (-1.8218, 0.9258, 7.6658)  0.089
H (-1.1893, 1.6792, 6.2031)  0.085
H (-3.2205, -1.2663, 5.0369)  0.076
H (-2.9801, 0.4757, 4.8484)  0.085
H (-3.5882, -0.1789, 6.3780)  0.089
N (5.2228, -0.9572, -2.6424)  0.025
N (4.8567, -2.1970, -3.1908)  0.003
C (4.0735, -3.0821, -2.4913)  -0.666
O (3.4597, -3.9522, -3.0592)  0.087
O (4.1027, -2.9475, -1.1487)  -0.396
H (4.6256, -0.2281, -3.0177)  0.080
H (6.1838, -0.7584, -2.8899)  0.093
H (4.7036, -2.2489, -4.1875)  0.152
O (3.3422, -3.6371, 1.4995)  -0.139
H (3.9820, -4.3568, 1.5342)  0.083
H (3.1254, -3.3825, 2.4047)  0.081
I (5.9416, -1.9035, 0.6361)  0.530
I (6.9186, -0.8868, 2.9029)  0.197

Gap between HOMO and LUMO ... 6.50 eV
Relative energy (zero: lowest compared OMol25 entry of this formula, charge and spin) ... 8.2 kJ/mol
LUMO ... -4.021 eV
Charge ... +1

# 3
ORCA calculation (ωB97M-V with the def2-TZVPD basis set) on a molecular structure, C13H10N11Os.

Each line ends with the Löwdin charge.
Element x y z (Å)
Os (-0.9604, -0.1237, 1.0154)  1.550
C (-0.2434, -1.4469, 2.7728)  -0.182
C (-1.5176, -0.8990, 3.1282)  -0.174
C (-1.3779, 0.5009, 3.2252)  -0.172
C (-0.0231, 0.8303, 2.9091)  -0.192
C (0.6958, -0.3853, 2.7458)  -0.163
H (-0.0341, -2.4962, 2.6376)  0.122
H (-2.4278, -1.4649, 3.2552)  0.125
H (-2.1639, 1.2107, 3.4331)  0.123
H (0.3885, 1.8275, 2.9151)  0.119
H (1.7475, -0.4797, 2.5308)  0.116
N (-2.5391, 0.2311, -2.1041)  0.256
C (-2.0866, 1.3375, -1.5264)  -0.383
N (-2.1957, 2.5750, -2.0708)  0.122
N (-1.6145, 3.3685, -1.2289)  0.025
N (-1.1670, 2.6762, -0.1589)  0.040
N (-1.4497, 1.4053, -0.3382)  -0.142
C (-2.4052, -1.0380, -1.5822)  -0.434
N (-2.8182, -2.1117, -2.2098)  0.108
N (-2.4849, -3.1218, -1.3854)  -0.006
N (-1.8967, -2.6732, -0.3252)  -0.015
N (-1.8294, -1.3276, -0.4095)  -0.173
H (-3.0034, 0.3151, -3.0051)  0.192
N (4.6007, 2.9966, -0.9421)  0.200
C (3.9310, 2.0670, -1.0070)  -0.159
C (3.0870, 0.9050, -1.0682)  -0.183
C (3.3657, -0.1579, -1.9220)  0.028
C (2.5122, -1.2471, -1.9241)  -0.010
C (1.4145, -1.2401, -1.0827)  -0.105
N (1.1482, -0.2168, -0.2621)  -0.038
C (1.9661, 0.8340, -0.2528)  -0.085
H (4.2347, -0.1241, -2.5650)  0.139
H (2.6923, -2.0971, -2.5663)  0.125
H (0.7311, -2.0800, -1.0477)  0.105
H (1.7233, 1.6506, 0.4162)  0.121

Gap between HOMO and LUMO (spin up / spin down) ... 7.66 / 6.08 eV
Spin multiplicity ... 5
⟨S²⟩ ... 6.0358
Relative energy (zero: lowest compared OMol25 entry of this formula, charge and spin) ... 2.4 kJ/mol
LUMO (spin up / spin down) ... -3.630 / -7.492 eV
Charge ... +1

# 4
ORCA calculation (ωB97M-V with the def2-TZVPD basis set) on a molecular structure, C10H34FeN2O14V in a non-equilibrium geometry.

Each line ends with the Löwdin charge.
Element x y z (Å)
V (-7.9182, 21.0981, -12.9904)  1.320
Fe (-6.3015, 21.3481, -9.8512)  1.180
C (-8.9921, 22.0074, -10.5114)  -0.489
O (-8.9275, 22.5381, -11.6771)  -0.012
O (-8.1401, 22.4137, -9.5461)  0.043
O (-8.3979, 20.8750, -10.6614)  -0.102
C (-5.5206, 22.2488, -12.3713)  -0.472
O (-5.4402, 22.8380, -11.1758)  -0.044
O (-6.3368, 22.5165, -13.3634)  -0.049
O (-6.0914, 21.1401, -11.9632)  -0.253
O (-9.0352, 22.2391, -14.5758)  -0.030
H (-9.9422, 22.5376, -14.4330)  0.105
H (-8.7011, 22.7570, -15.3218)  0.121
O (-9.8388, 20.1080, -13.1771)  -0.074
H (-10.1592, 19.7229, -12.3223)  0.054
H (-10.5596, 19.9897, -13.8064)  0.115
O (-7.0828, 20.0083, -8.4295)  -0.077
H (-7.2256, 20.3944, -7.4899)  0.043
H (-7.1889, 19.0570, -8.3363)  0.094
O (-9.3102, 24.7031, -7.9541)  -0.035
H (-9.0495, 23.8900, -8.3963)  -0.027
H (-10.0584, 25.0452, -8.4535)  0.047
O (-7.4459, 18.9086, -12.3835)  -0.042
H (-6.6700, 18.4097, -12.6708)  0.109
H (-7.8993, 18.3475, -11.7435)  0.062
O (-8.2949, 25.3433, -11.9638)  -0.034
H (-9.1796, 24.9720, -11.9225)  0.019
H (-7.7775, 24.6850, -12.4372)  0.006
C (-4.9270, 19.6062, -5.6876)  -0.053
C (-5.8296, 19.9027, -4.5045)  -0.427
C (-7.3148, 20.0498, -4.8825)  -0.157
O (-7.4998, 20.8341, -6.0707)  -0.266
C (-7.5893, 22.2469, -5.8144)  -0.023
N (-5.6754, 18.7856, -3.5410)  0.044
H (-4.8729, 20.4235, -6.4094)  0.065
H (-5.3389, 18.7345, -6.2085)  0.080
H (-3.9222, 19.3853, -5.3357)  0.095
H (-5.5252, 20.7776, -3.9257)  0.140
H (-7.8567, 20.4511, -4.0242)  0.138
H (-7.7266, 19.0645, -5.1163)  0.132
H (-8.5015, 22.5326, -5.3053)  0.112
H (-7.4736, 22.7559, -6.7779)  0.077
H (-6.6233, 22.5428, -5.3927)  0.108
H (-6.5514, 18.7054, -3.0271)  0.075
H (-5.6291, 17.9095, -4.0575)  0.074
C (-11.6619, 16.6273, -10.3069)  -0.049
C (-11.4708, 18.1213, -10.3779)  -0.408
C (-11.7919, 18.7982, -9.0419)  -0.195
O (-11.4300, 20.1648, -9.1462)  -0.228
C (-11.6864, 20.8835, -7.9336)  -0.056
N (-10.1073, 18.5123, -10.8022)  0.038
H (-10.9700, 16.2654, -9.5298)  0.087
H (-11.4749, 16.0159, -11.1862)  0.089
H (-12.6313, 16.3337, -9.9016)  0.096
H (-12.2322, 18.5317, -11.0520)  0.144
H (-11.2137, 18.3044, -8.2488)  0.138
H (-12.8685, 18.7277, -8.8629)  0.143
H (-11.0990, 20.4908, -7.0982)  0.091
H (-12.7337, 20.6609, -7.7187)  0.098
H (-11.4832, 21.9418, -8.0536)  0.086
H (-9.4525, 17.8468, -10.3896)  0.090
H (-9.9172, 19.3441, -10.2409)  0.042

Gap between HOMO and LUMO (spin up / spin down) ... 5.35 / 4.54 eV
Spin multiplicity ... 8
⟨S²⟩ ... 15.8300
Relative energy (zero: lowest compared OMol25 entry of this formula, charge and spin) ... 508.7 kJ/mol
LUMO (spin up / spin down) ... -8.560 / -9.370 eV
Charge ... +2

Number 1: calculated total energy -129885.3381 eV. Number 2: calculated total energy -84585.4091 eV. Number 3: calculated total energy -32489.2725 eV. Number 4: calculated total energy -102620.0555 eV.